Entry 1:
The following is a DFT calculation (wB97M-V/def2-TZVPD) of a structure of composition C62H49Br2N4O4P2RbS4.

The charge is -2.

Last column: Mulliken charge in e.
Atoms and positions in Å:
Rb (0.009, -0.032, 0.948)  -0.28
C (0.871, 3.457, 2.598)  -0.72
O (0.958, 3.014, 1.215)  1.10
C (1.398, 3.886, 0.315)  -0.41
C (1.656, 5.223, 0.547)  -0.21
C (2.070, 6.024, -0.519)  -0.57
Br (2.391, 7.870, -0.194)  -0.24
C (2.268, 5.526, -1.783)  -0.80
C (2.064, 4.159, -1.998)  1.58
C (1.615, 3.365, -0.970)  0.20
O (1.334, 2.052, -1.145)  -0.22
C (2.323, 3.583, -3.341)  -0.10
N (2.308, 4.247, -4.457)  -0.82
C (2.651, 3.319, -5.443)  0.37
C (2.802, 3.488, -6.819)  -0.77
C (3.175, 2.386, -7.572)  -0.44
C (3.394, 1.130, -6.977)  -0.43
C (3.253, 0.949, -5.614)  -0.94
C (2.878, 2.067, -4.872)  0.51
N (2.644, 2.255, -3.522)  0.16
H (0.187, 4.301, 2.688)  0.36
H (1.873, 3.714, 2.962)  0.39
H (0.456, 2.631, 3.171)  -0.40
H (1.517, 5.647, 1.530)  0.62
H (2.592, 6.144, -2.610)  0.56
H (1.175, 1.875, -2.076)  0.32
H (2.642, 4.463, -7.271)  0.42
H (3.300, 2.489, -8.644)  0.36
H (3.686, 0.290, -7.595)  0.39
H (3.425, -0.014, -5.146)  0.47
H (2.895, 1.597, -2.794)  0.11
O (-5.933, 1.957, 5.990)  -0.72
C (-4.933, 1.903, 5.271)  0.64
S (-4.799, 2.670, 3.697)  -0.20
C (-3.146, 2.166, 3.269)  -0.47
C (-2.524, 1.395, 4.201)  -0.16
S (-0.921, 0.712, 4.113)  -0.14
S (-3.454, 1.051, 5.672)  -0.20
S (-2.530, 2.734, 1.724)  -0.24
C (2.870, -7.446, 1.773)  -0.45
C (2.970, -6.717, 0.592)  -0.61
C (2.809, -5.330, 0.616)  -0.46
C (2.562, -4.623, 1.800)  0.08
C (2.473, -5.382, 2.975)  -0.02
C (2.618, -6.771, 2.964)  -0.66
P (2.548, -2.674, 1.570)  1.08
C (1.697, -2.360, 3.191)  0.49
C (0.489, -3.026, 3.421)  -0.40
C (-0.182, -2.905, 4.630)  -0.91
C (0.343, -2.104, 5.635)  -0.63
C (1.530, -1.424, 5.417)  -0.66
C (2.204, -1.546, 4.204)  -0.39
C (4.336, -2.558, 2.057)  0.63
C (5.335, -3.386, 2.491)  -0.72
C (6.601, -2.804, 2.801)  -0.90
C (6.848, -1.457, 2.689)  -0.90
C (5.824, -0.573, 2.239)  0.95
C (5.899, 0.841, 2.075)  -1.50
C (4.787, 1.523, 1.640)  -0.48
C (3.546, 0.864, 1.358)  -0.36
C (3.410, -0.499, 1.511)  -0.71
C (4.583, -1.162, 1.939)  -0.27
H (2.986, -8.525, 1.766)  0.35
H (3.176, -7.227, -0.344)  0.38
H (2.885, -4.763, -0.312)  0.30
H (2.291, -4.880, 3.921)  0.36
H (2.543, -7.328, 3.893)  0.38
H (0.095, -3.677, 2.650)  0.82
H (-1.117, -3.430, 4.788)  0.39
H (-0.187, -1.992, 6.572)  0.35
H (1.927, -0.773, 6.187)  0.34
H (3.134, -1.011, 4.055)  0.34
H (5.188, -4.455, 2.610)  0.43
H (7.399, -3.456, 3.144)  0.38
H (7.825, -1.062, 2.950)  0.37
H (6.824, 1.371, 2.293)  0.30
H (4.854, 2.601, 1.505)  0.55
H (2.717, 1.473, 1.008)  0.62
O (-1.717, -0.007, -1.343)  0.01
P (-3.069, 0.609, -1.587)  0.87
C (-2.989, 2.392, -1.883)  0.10
C (-4.034, 3.090, -2.493)  -0.33
C (-3.889, 4.435, -2.801)  -0.86
C (-2.699, 5.091, -2.505)  -0.94
C (-1.664, 4.410, -1.877)  -0.34
C (-1.808, 3.060, -1.565)  -0.09
C (-3.822, -0.071, -3.099)  0.56
C (-2.964, -0.546, -4.089)  -0.66
C (-3.474, -1.015, -5.297)  -0.69
C (-4.843, -1.006, -5.521)  -0.45
C (-5.704, -0.535, -4.538)  -0.80
C (-5.196, -0.071, -3.327)  -0.40
C (-4.348, 0.327, -0.368)  1.00
C (-4.775, -0.990, -0.153)  -0.46
C (-5.775, -1.251, 0.768)  -0.80
C (-6.343, -0.202, 1.490)  -0.77
C (-5.938, 1.104, 1.265)  -1.06
C (-4.946, 1.376, 0.327)  -1.05
H (-4.962, 2.582, -2.729)  0.38
H (-4.701, 4.972, -3.281)  0.38
H (-2.575, 6.138, -2.763)  0.40
H (-0.744, 4.932, -1.632)  0.34
H (-1.023, 2.516, -1.054)  0.73
H (-1.895, -0.550, -3.896)  0.40
H (-2.800, -1.384, -6.063)  0.40
H (-5.243, -1.368, -6.463)  0.37
H (-6.775, -0.531, -4.710)  0.39
H (-5.870, 0.275, -2.550)  0.40
H (-4.330, -1.801, -0.721)  0.63
H (-6.119, -2.267, 0.928)  0.49
H (-7.105, -0.409, 2.234)  0.41
H (-6.369, 1.916, 1.834)  0.76
H (-4.628, 2.396, 0.163)  0.48
Br (-4.442, -3.874, 3.527)  -0.16
C (-3.413, -3.612, 1.965)  -0.65
C (-3.569, -4.446, 0.883)  -0.10
C (-2.785, -4.215, -0.237)  -0.99
C (-1.872, -3.171, -0.208)  -0.52
N (-1.733, -2.365, 0.842)  1.42
C (-2.504, -2.563, 1.914)  -0.29
H (-4.287, -5.256, 0.910)  0.46
H (-2.876, -4.839, -1.119)  0.43
H (-1.228, -2.964, -1.060)  0.22
H (-2.380, -1.869, 2.753)  0.52
N (2.495, -1.178, -1.659)  -0.59
H (1.609, -1.634, -1.491)  0.14
H (2.747, -0.743, -0.768)  0.10
H (3.163, -1.930, -1.776)  0.28

---

Entry 2:
The following is a DFT calculation (wB97M-V/def2-TZVPD) of a structure of composition C27H49CuGeN5O2Si3.

The charge is +1.

Last column: Mulliken charge in e.
Atoms and positions in Å:
Cu (11.462, 14.144, 8.324)  -0.20
O (13.184, 10.663, 10.937)  -0.50
C (12.906, 11.608, 10.289)  -0.25
N (11.749, 11.519, 9.473)  0.23
C (10.570, 11.955, 10.072)  -0.64
O (10.446, 12.390, 11.211)  -0.61
C (9.425, 12.227, 9.232)  0.59
C (8.168, 11.821, 9.700)  -0.26
C (7.005, 12.430, 9.235)  -0.94
C (7.135, 13.320, 8.191)  -0.89
C (8.407, 13.648, 7.702)  -0.70
N (9.601, 13.045, 8.254)  1.24
C (13.540, 13.037, 10.271)  0.52
C (14.738, 13.163, 10.977)  -0.75
C (15.483, 14.283, 10.930)  -0.58
C (14.944, 15.360, 10.183)  -0.81
C (13.842, 15.183, 9.479)  -0.73
N (13.078, 14.029, 9.477)  0.98
H (8.136, 11.054, 10.482)  0.53
H (6.060, 12.133, 9.745)  0.44
H (6.342, 13.765, 7.634)  0.59
H (8.645, 14.413, 6.954)  0.40
H (15.079, 12.260, 11.496)  0.48
H (16.411, 14.260, 11.326)  0.58
H (15.513, 16.302, 9.934)  0.33
H (13.399, 15.911, 8.881)  0.74
C (7.673, 18.203, 10.937)  -1.00
C (9.067, 18.547, 10.451)  -0.73
N (9.532, 17.919, 9.224)  0.14
C (9.189, 18.634, 7.954)  -1.22
C (7.966, 17.907, 7.324)  -0.41
C (10.184, 16.714, 9.250)  1.18
C (10.135, 16.001, 10.531)  -1.11
N (10.850, 16.187, 8.273)  -0.15
H (7.522, 18.709, 11.888)  0.40
H (7.485, 17.190, 11.249)  0.27
H (6.980, 18.384, 10.100)  0.26
H (9.835, 18.269, 11.166)  0.37
H (9.091, 19.650, 10.363)  0.41
H (10.093, 18.583, 7.375)  0.60
H (9.044, 19.639, 8.233)  0.44
H (8.457, 16.976, 7.050)  -0.10
H (7.488, 18.459, 6.511)  0.40
H (7.159, 17.690, 8.048)  0.24
H (10.651, 15.042, 10.477)  -0.36
H (9.126, 15.713, 10.832)  0.19
H (10.562, 16.504, 11.396)  0.54
H (10.832, 16.637, 7.330)  0.02
C (10.605, 7.298, 6.972)  -1.06
Si (10.051, 8.877, 7.733)  0.46
C (8.778, 9.689, 6.609)  -0.70
C (9.395, 8.348, 9.381)  -1.11
Ge (11.934, 10.319, 7.988)  0.24
Si (13.767, 8.879, 8.409)  0.80
C (13.373, 7.705, 9.720)  -1.08
C (15.190, 9.983, 8.958)  -1.18
C (14.094, 7.828, 6.825)  -1.16
Si (12.444, 11.499, 5.892)  0.46
C (12.128, 10.159, 4.597)  -1.15
C (14.275, 12.009, 5.917)  -1.11
C (11.506, 13.117, 5.551)  -0.79
H (9.713, 6.689, 7.059)  0.44
H (11.300, 6.912, 7.738)  0.20
H (11.069, 7.315, 5.977)  0.31
H (8.440, 10.641, 7.098)  0.08
H (7.849, 9.089, 6.440)  0.44
H (9.273, 10.010, 5.686)  0.14
H (8.309, 8.085, 9.364)  0.35
H (9.558, 9.161, 10.062)  0.28
H (9.940, 7.485, 9.759)  0.45
H (14.053, 6.861, 9.544)  0.43
H (12.272, 7.389, 9.774)  0.13
H (13.652, 8.005, 10.745)  0.35
H (15.131, 10.140, 10.054)  0.29
H (15.172, 10.907, 8.398)  0.24
H (16.082, 9.401, 8.713)  0.47
H (13.262, 7.276, 6.512)  0.37
H (14.949, 7.125, 6.897)  0.44
H (14.356, 8.526, 5.957)  0.18
H (12.507, 9.162, 4.902)  0.22
H (12.743, 10.421, 3.718)  0.42
H (11.123, 10.054, 4.188)  0.40
H (14.911, 11.176, 6.206)  0.26
H (14.431, 12.856, 6.618)  0.20
H (14.670, 12.515, 5.031)  0.50
H (11.605, 13.439, 4.505)  0.62
H (12.079, 13.915, 6.122)  -0.05
H (10.491, 12.963, 5.867)  0.09

---

Entry 3:
The following is a DFT calculation (wB97M-V/def2-TZVPD) of a cluster of 12 separate species, C28H80N8O12 in total.

The charge is 0. Its structure (SMILES) is NC(N)=O.NC(N)=O.NC(N)=O.NC(N)=O.CC(C)O.CC(C)O.CC(C)O.CC(C)O.CC(C)O.CC(C)O.CC(C)O.CC(C)O.

Last column: Mulliken charge in e.
Atoms and positions in Å:
N (1.421, 2.928, 4.707)  -0.25
C (1.397, 3.476, 3.519)  0.31
N (1.368, 4.792, 3.552)  -0.40
O (1.380, 2.905, 2.454)  -0.55
H (1.403, 1.916, 4.700)  0.16
H (1.097, 3.428, 5.520)  0.20
H (1.312, 5.236, 2.648)  0.28
H (1.068, 5.120, 4.457)  0.15
N (-0.424, -0.270, -0.695)  1.19
C (-0.439, 0.863, -0.096)  0.48
N (0.351, 0.894, 0.928)  1.18
O (-0.952, 1.890, -0.599)  -0.27
H (0.207, -0.977, -0.341)  -0.48
H (-0.858, -0.424, -1.593)  -0.38
H (0.463, 0.038, 1.447)  -0.48
H (0.572, 1.831, 1.241)  -0.26
N (2.822, -3.473, 1.590)  -0.50
C (2.277, -2.725, 0.654)  0.27
N (3.081, -2.634, -0.390)  -0.46
O (1.199, -2.161, 0.709)  0.31
H (3.754, -3.837, 1.474)  0.16
H (2.404, -3.609, 2.498)  0.17
H (3.966, -3.079, -0.207)  0.13
H (2.692, -2.161, -1.194)  -0.09
N (0.375, 3.649, -2.948)  -0.06
C (1.160, 4.395, -2.241)  0.55
N (1.308, 4.009, -0.998)  0.15
O (1.711, 5.390, -2.753)  -0.81
H (-0.087, 2.893, -2.463)  -0.13
H (0.339, 3.697, -3.954)  0.18
H (1.905, 4.618, -0.461)  0.07
H (0.840, 3.195, -0.628)  -0.29
C (5.178, 2.337, 2.709)  -1.36
C (4.712, 1.739, 1.363)  0.36
C (4.210, 0.301, 1.459)  -0.68
O (3.696, 2.563, 0.805)  -0.41
H (5.787, 1.708, 3.361)  0.38
H (4.407, 2.783, 3.337)  0.22
H (5.923, 3.109, 2.507)  0.36
H (5.553, 1.803, 0.672)  0.44
H (3.229, 0.292, 1.938)  -0.07
H (4.753, -0.521, 1.928)  0.49
H (4.029, -0.080, 0.453)  0.16
H (2.956, 2.455, 1.413)  0.12
C (-2.369, 4.666, 2.156)  -1.29
C (-3.228, 4.085, 1.004)  0.48
C (-2.703, 4.466, -0.368)  -1.28
O (-3.228, 2.705, 1.041)  -0.69
H (-1.973, 5.648, 1.893)  0.41
H (-1.517, 4.012, 2.339)  0.05
H (-3.039, 4.854, 2.995)  0.39
H (-4.279, 4.364, 0.917)  0.45
H (-3.262, 3.962, -1.156)  0.26
H (-1.629, 4.447, -0.552)  0.20
H (-2.998, 5.505, -0.532)  0.54
H (-2.455, 2.286, 0.647)  0.16
C (0.719, -1.738, 6.368)  -1.42
C (1.812, -1.029, 5.737)  0.72
C (2.761, -1.987, 5.043)  -0.73
O (1.220, -0.115, 4.821)  -0.50
H (1.111, -2.494, 7.049)  0.39
H (0.034, -2.254, 5.693)  0.08
H (0.045, -1.040, 6.866)  0.37
H (2.356, -0.460, 6.492)  0.39
H (3.127, -2.701, 5.781)  0.52
H (3.575, -1.418, 4.593)  0.25
H (2.172, -2.544, 4.314)  -0.37
H (0.605, -0.606, 4.264)  0.28
C (-2.540, 0.197, -5.322)  -1.49
C (-1.781, -0.997, -4.589)  0.64
C (-1.309, -2.026, -5.655)  -1.28
O (-0.652, -0.413, -4.043)  0.12
H (-3.458, -0.105, -5.828)  0.43
H (-1.964, 0.702, -6.100)  0.45
H (-2.827, 1.019, -4.667)  0.27
H (-2.415, -1.467, -3.838)  0.18
H (-2.021, -2.140, -6.472)  0.46
H (-1.192, -3.028, -5.240)  0.16
H (-0.396, -1.718, -6.165)  0.21
H (-0.321, 0.220, -4.685)  -0.11
C (-2.015, -2.382, 1.593)  -0.78
C (-1.309, -2.498, 2.958)  0.43
C (-0.920, -3.975, 3.276)  -1.39
O (-0.158, -1.672, 2.944)  0.03
H (-2.327, -1.345, 1.472)  0.09
H (-2.832, -3.096, 1.479)  0.56
H (-1.364, -2.731, 0.790)  -0.16
H (-1.980, -2.204, 3.765)  0.54
H (-0.330, -4.073, 4.188)  0.32
H (-0.319, -4.435, 2.491)  0.20
H (-1.849, -4.532, 3.403)  0.47
H (0.306, -1.855, 2.116)  -0.50
C (2.340, 0.184, -4.909)  -1.53
C (2.605, -0.314, -3.530)  -0.07
C (2.137, 0.812, -2.550)  0.56
O (1.738, -1.448, -3.343)  -0.55
H (2.463, -0.618, -5.638)  0.36
H (3.104, 0.880, -5.261)  0.51
H (1.398, 0.716, -5.038)  0.14
H (3.672, -0.512, -3.431)  0.53
H (1.076, 1.015, -2.688)  -0.45
H (2.652, 1.747, -2.772)  0.52
H (2.388, 0.564, -1.518)  -0.45
H (0.852, -1.143, -3.578)  0.50
C (-0.116, -4.544, -1.720)  -1.13
C (-1.345, -4.757, -2.618)  2.27
C (-1.393, -6.163, -3.247)  -1.40
O (-2.471, -4.628, -1.819)  -0.57
H (0.753, -4.370, -2.358)  0.44
H (0.189, -5.374, -1.083)  0.44
H (-0.198, -3.614, -1.158)  -0.16
H (-1.270, -4.066, -3.459)  -1.35
H (-0.934, -6.147, -4.236)  0.36
H (-2.379, -6.625, -3.283)  0.36
H (-0.768, -6.845, -2.668)  0.30
H (-3.180, -4.377, -2.417)  0.37
C (-4.148, 0.948, -2.302)  -0.75
C (-5.325, 1.142, -1.404)  0.24
C (-5.101, 0.291, -0.087)  -1.15
O (-5.380, 2.471, -0.898)  -0.65
H (-3.175, 1.016, -1.816)  -0.06
H (-4.180, 1.670, -3.118)  0.40
H (-4.322, -0.087, -2.601)  0.32
H (-6.293, 0.925, -1.856)  0.45
H (-4.036, 0.311, 0.147)  0.07
H (-5.458, -0.737, -0.146)  0.42
H (-5.543, 0.761, 0.792)  0.44
H (-4.786, 2.561, -0.146)  0.28

---

| no. | HOMO-LUMO gap (eV) | DFT total energy (Ha) |
| --- | --- | --- |
| 1 | 4.132 | -10359.7511 |
| 2 | 7.644 | -6068.2300 |
| 3 | 8.765 | -2455.8387 |